Record 1
{
  "formula": "C16H26Cl2CrIN3OS",
  "method": "wB97M-V/def2-TZVPD",
  "total_energy_ha": -3525.28483,
  "relative_energy_ev": 1.787,
  "spin_multiplicity": 2,
  "homo_energy_ha": [-0.36214, -0.36231],
  "lumo_energy_ev": [-5.33, -4.66],
  "largest_force_ev_per_a": 1.62,
  "gap_ev": [4.527, 5.200],
  "total_charge": 1,
  "symbols": ["Cr", "C", "C", "N", "C", "C", "N", "C", "C", "N", "H", "H", "H", "H", "H", "H", "H", "H", "H", "H", "H", "H", "H", "H", "H", "Cl", "C", "C", "C", "C", "C", "Cl", "C", "S", "H", "H", "H", "I", "C", "C", "C", "O", "C", "H", "H", "H", "H", "H", "H", "H", "H"],
  "coordinates": [[1.0807, -0.5309, -0.0175], [0.9288, 1.4208, 2.1367], [2.0418, 0.4145, 2.5405], [2.6254, -0.2461, 1.3465], [3.7747, 0.4928, 0.7549], [3.7411, 0.3835, -0.7663], [2.3579, 0.5111, -1.2802], [1.8491, 1.8965, -1.4171], [1.4159, 2.4401, -0.0700], [0.6752, 1.3885, 0.6789], [1.1848, 2.4313, 2.4561], [0.0136, 1.1481, 2.6578], [1.6082, -0.3620, 3.1670], [2.8216, 0.9072, 3.1236], [2.9721, -1.1584, 1.6293], [4.7218, 0.0902, 1.1154], [3.7349, 1.5301, 1.0758], [4.1051, -0.6018, -1.0551], [4.3980, 1.1362, -1.2087], [2.3689, 0.1108, -2.2154], [0.9693, 1.8622, -2.0622], [2.5940, 2.5568, -1.8687], [0.7769, 3.3070, -0.2395], [2.2699, 2.7668, 0.5187], [-0.3297, 1.5705, 0.4726], [-0.7106, -0.7094, -1.5559], [-2.1767, -0.0290, -2.1980], [-2.9122, -0.8245, -3.0595], [-4.0584, -0.2996, -3.6202], [-4.4308, 1.0099, -3.3416], [-3.6852, 1.7827, -2.4695], [-4.1841, 3.3998, -2.1498], [-2.5326, 1.2762, -1.8292], [-1.6434, 2.1788, -0.6523], [-2.5775, -1.8274, -3.2913], [-4.6697, -0.9024, -4.2764], [-5.3104, 1.4352, -3.8042], [1.9572, -2.8837, -0.8567], [-1.3615, -3.3418, 1.5624], [-2.3987, -2.2273, 1.2798], [-1.6399, -0.9275, 1.5606], [-0.2377, -1.2821, 1.5082], [-0.1614, -2.5874, 2.1224], [-1.0856, -3.8621, 0.6466], [-1.7225, -4.0770, 2.2779], [-3.2643, -2.3055, 1.9338], [-2.7516, -2.2641, 0.2513], [-1.8626, -0.5596, 2.5664], [-1.8389, -0.1349, 0.8387], [-0.2363, -2.4636, 3.2071], [0.7957, -3.0397, 1.8763]]
}


Record 2
{
  "formula": "C16H26Cl3F2N4O11PS3",
  "method": "wB97M-V/def2-TZVPD",
  "total_energy_ha": -4788.15308,
  "homo_energy_ha": -0.33370,
  "lumo_energy_ev": -2.51,
  "largest_force_ev_per_a": 1.84,
  "gap_ev": 6.574,
  "symbols": ["C", "C", "O", "O", "C", "O", "C", "C", "N", "C", "N", "C", "C", "C", "C", "S", "O", "O", "Cl", "C", "C", "Cl", "C", "N", "C", "C", "C", "O", "P", "O", "Cl", "H", "H", "H", "H", "H", "H", "H", "H", "H", "H", "H", "H", "H", "H", "H", "H", "H", "H", "H", "H", "H", "H", "H", "H", "H", "H", "N", "S", "O", "O", "F", "S", "O", "O", "F"],
  "coordinates": [[5.5718, -1.5784, 2.2937], [5.8646, -0.1152, 2.1821], [6.8597, 0.4042, 2.4973], [4.8561, 0.6895, 1.6396], [3.5995, 0.2116, 1.4275], [2.7848, 0.1472, 2.2873], [3.3694, -0.1678, -0.0247], [1.9198, -0.2659, -0.4027], [1.1047, 0.6643, -0.0430], [-0.2920, 0.5323, -0.5499], [-1.0515, -0.1862, 0.4412], [-0.8496, 1.9178, -0.9143], [-1.6956, 2.6186, 0.1457], [-0.9768, 3.0792, 1.4303], [-1.5029, 2.5596, 2.7779], [-3.2735, 2.7131, 2.9396], [-3.7214, 3.6463, 1.9576], [-3.6220, 2.8554, 4.3200], [-3.8908, 0.8444, 2.3784], [0.0056, -0.3923, -1.7799], [-1.2162, -1.0532, -2.3784], [0.6686, 0.6900, -3.0839], [1.1831, -1.3198, -1.2518], [0.6269, -2.3866, -0.3770], [1.1358, -2.4512, 0.9955], [0.4579, -3.6658, -1.0016], [1.0161, -4.8968, -0.3402], [-0.1598, -3.7362, -2.0208], [2.2622, -2.1422, -2.6327], [3.2090, -3.0001, -1.5991], [3.5990, -0.6424, -3.1245], [5.5820, -2.0629, 1.3130], [4.6218, -1.7655, 2.8015], [6.3726, -2.0092, 2.8964], [3.8314, 0.6000, -0.6572], [3.9296, -1.0764, -0.2408], [1.4268, 1.4682, 0.4874], [-0.8474, 0.0963, 1.3913], [-2.0458, -0.1209, 0.2540], [-1.5062, 1.8057, -1.7835], [-0.0276, 2.5820, -1.2062], [-2.0549, 3.5151, -0.3664], [-2.5928, 2.0383, 0.3604], [0.0994, 2.8602, 1.4016], [-1.0485, 4.1687, 1.4920], [-1.2059, 1.5395, 3.0354], [-1.1218, 3.1943, 3.5861], [-1.8373, -0.2857, -2.8516], [-0.8990, -1.7338, -3.1703], [-1.7838, -1.6101, -1.6350], [0.7136, -3.3178, 1.5025], [2.2324, -2.5263, 1.0905], [0.8093, -1.5740, 1.5547], [1.0925, -5.6723, -1.0995], [0.2974, -5.2381, 0.4150], [1.9608, -4.7413, 0.1796], [2.9619, -2.9260, -0.6707], [-5.4159, 1.8197, -1.2112], [-4.3525, 0.9665, -1.9814], [-3.1902, 1.6763, -2.4332], [-4.8438, -0.0936, -2.7947], [-3.7721, 0.1930, -0.6713], [-6.2552, 2.8624, -2.0683], [-6.9369, 3.7603, -1.2037], [-6.9315, 2.2874, -3.1819], [-5.1044, 3.7460, -2.7239]]
}


Record 3
{
  "formula": "C16H26Cl3FHfNO11P2",
  "method": "wB97M-V/def2-TZVPD",
  "total_energy_ha": -3719.03421,
  "relative_energy_ev": 0.158,
  "homo_energy_ha": -0.40601,
  "lumo_energy_ev": -2.51,
  "largest_force_ev_per_a": 0.64,
  "gap_ev": 8.534,
  "total_charge": 1,
  "symbols": ["Hf", "C", "O", "C", "C", "O", "C", "C", "O", "C", "H", "H", "H", "H", "H", "H", "H", "H", "H", "H", "H", "H", "H", "H", "N", "C", "C", "P", "O", "O", "O", "P", "O", "O", "O", "H", "H", "H", "H", "H", "H", "H", "H", "Cl", "C", "Cl", "Cl", "C", "O", "O", "F", "C", "C", "C", "C", "C", "C", "H", "H", "H", "H"],
  "coordinates": [[-0.0286, 0.4375, -0.4984], [-0.7925, 0.5976, 3.0257], [-0.5534, -0.2402, 1.8973], [0.0977, -1.4562, 2.2386], [0.0036, -2.3682, 1.0417], [0.6259, -1.7533, -0.1187], [1.9990, -2.1722, -0.2962], [2.4898, -1.7260, -1.6479], [2.4372, -0.3090, -1.7146], [2.7551, 0.1642, -3.0306], [-1.4010, 0.0604, 3.7556], [-1.3253, 1.4716, 2.6672], [0.1559, 0.8958, 3.4837], [-0.4128, -1.9279, 3.0844], [1.1355, -1.2523, 2.5241], [-1.0323, -2.5459, 0.7666], [0.4980, -3.3194, 1.2373], [2.0252, -3.2622, -0.2489], [2.6063, -1.7583, 0.5105], [1.8730, -2.1522, -2.4442], [3.5185, -2.0791, -1.7848], [3.8027, -0.0526, -3.2538], [2.5775, 1.2361, -3.0305], [2.1066, -0.3043, -3.7721], [1.9808, 3.8463, 2.1951], [2.2855, 3.2516, 0.8271], [3.3840, 4.0673, 0.1593], [0.7264, 3.1675, -0.1013], [0.4290, 4.6894, -0.3889], [0.9208, 2.3023, -1.3335], [-0.2679, 2.4672, 0.7874], [2.8157, 1.4886, 1.2540], [4.1256, 1.2357, 0.3915], [3.0617, 1.5543, 2.7086], [1.7674, 0.5614, 0.6816], [2.3179, 4.8056, 2.2710], [2.4726, 3.2130, 2.8764], [0.9793, 3.8227, 2.4037], [3.0809, 5.1091, 0.0426], [3.5823, 3.6620, -0.8312], [4.3144, 4.0123, 0.7258], [-0.3663, 4.8812, -0.9048], [3.8853, 0.7271, -0.4034], [-4.6194, -0.6931, 0.8763], [-4.1195, 0.0031, -0.6737], [-4.9746, 1.5072, -0.9619], [-4.4082, -1.1377, -1.9885], [-2.6067, 0.2254, -0.5986], [-1.8603, -0.7581, -0.3507], [-2.0874, 1.3463, -0.7914], [-1.1564, -1.0117, -6.6237], [-0.9008, -0.7039, -5.3396], [-0.8169, -1.7236, -4.4133], [-0.5531, -1.3855, -3.0911], [-0.3446, -0.0615, -2.6740], [-0.4730, 0.9242, -3.6605], [-0.7472, 0.6216, -4.9879], [-0.9745, -2.7472, -4.7255], [-0.5346, -2.1922, -2.3656], [-0.3541, 1.9700, -3.4000], [-0.8497, 1.3878, -5.7443]]
}


Record 4
{
  "formula": "C16H26N2O3S",
  "method": "wB97M-V/def2-TZVPD",
  "total_energy_ha": -1358.21087,
  "relative_energy_ev": 15.254,
  "homo_energy_ha": -0.32287,
  "lumo_energy_ev": 0.29,
  "largest_force_ev_per_a": 16.68,
  "gap_ev": 9.076,
  "symbols": ["C", "C", "H", "H", "C", "C", "O", "N", "C", "O", "C", "C", "C", "H", "H", "H", "H", "H", "H", "S", "C", "H", "H", "C", "O", "N", "H", "C", "C", "C", "C", "C", "C", "H", "H", "H", "H", "H", "H", "H", "H", "H", "H", "H", "H", "H", "H", "H"],
  "coordinates": [[2.8900, 4.1684, -0.1768], [1.8894, 3.5966, -1.2068], [2.2008, 2.5912, -1.6404], [1.8989, 4.3943, -2.0720], [0.3871, 3.6789, -0.6085], [0.3904, 2.5999, 0.2968], [0.2503, 2.8721, 1.4337], [0.4450, 1.2848, -0.1448], [0.6348, 0.8629, -1.4802], [1.4087, -0.1809, -1.6279], [-0.0798, 1.4496, -2.7596], [-1.3436, 0.6757, -3.0562], [-0.8440, -0.5254, -3.5652], [-0.3492, -0.3845, -4.7691], [-0.1890, -1.1546, -3.1581], [-1.5282, -1.2050, -4.0048], [-1.6391, 0.3059, -1.8977], [-1.8206, 1.2396, -3.5290], [0.5188, 1.4794, -3.4446], [-0.5862, 3.1141, -2.2256], [0.6481, 0.2877, 0.8750], [0.8169, 0.7296, 1.6692], [1.6974, -0.3436, 0.6179], [-0.2665, -0.8183, 0.6484], [-1.6269, -0.6561, -0.0891], [-0.3132, -1.9161, 1.6287], [0.5887, -1.8282, 2.3553], [-1.3244, -3.0266, 1.5513], [-0.4959, -4.1657, 1.0436], [0.5429, -4.8192, 2.0163], [-0.1628, -5.0766, 3.3134], [-0.7280, -3.6670, 4.0206], [-1.7181, -3.2089, 3.0706], [-2.0483, -2.1330, 3.6050], [-2.5295, -3.7964, 3.1000], [-1.0773, -4.0711, 4.8221], [0.0225, -2.9959, 4.1553], [0.9523, -5.5207, 3.9463], [-0.8734, -5.7846, 3.2883], [0.8969, -5.7058, 1.3710], [1.4760, -4.1761, 2.0991], [-1.2044, -4.9379, 0.7806], [-0.1628, -3.9102, 0.0680], [-1.9905, -2.5240, 1.1162], [0.0354, 4.6147, -0.4938], [2.4716, 5.1090, 0.3002], [3.9053, 4.2966, -0.4240], [2.8852, 3.4947, 0.8446]]
}